The following is a DFT calculation (ωB97M-V/def2-TZVPD) of a structure of composition C3H6N.

Structure (XYZ):
```
10
Properties=species:S:1:pos:R:3:nbo_charge:R:1
C -0.234 0.147 -0.397 0.512
C -1.885 -0.654 -1.272 -0.310
C 1.674 0.529 1.199 -0.448
N 0.691 0.283 0.292 -0.296
H -2.340 -0.955 -0.374 0.234
H -2.398 -0.027 -2.087 0.284
H -1.209 -1.405 -1.682 0.236
H 2.365 1.456 0.819 0.277
H 1.239 0.962 2.063 0.261
H 2.095 -0.336 1.439 0.249
```

Total energy in a.u.: -172.271742
Total charge: +1
Energy relative to the best compared isomer or geometry (same formula, charge and spin) in eV: 2.364

=====

The following is a DFT calculation (ωB97M-V/def2-TZVPD) of the ion C3H6N with charge +1.

Structure (XYZ):
```
10
Properties=species:S:1:pos:R:3:nbo_charge:R:1
C -1.556 -0.152 0.010 0.138
C 0.923 0.839 0.017 -0.190
C 1.011 -0.645 -0.003 -0.217
N -0.319 0.142 -0.053 -0.237
H -2.011 -1.088 -0.110 0.233
H -2.239 0.724 0.165 0.225
H 1.029 1.440 0.874 0.264
H 0.996 1.373 -0.928 0.267
H 1.109 -1.406 -0.849 0.272
H 1.057 -1.226 0.878 0.246
```

Total energy in a.u.: -172.301040
Structure (SMILES): C=[N+]1CC1
Total charge: +1
Energy relative to the best compared isomer or geometry (same formula, charge and spin) in eV: 1.567

=====

The following is a DFT calculation (ωB97M-V/def2-TZVPD) of the ion C3H6N with charge +1.

Structure (XYZ):
```
10
Properties=species:S:1:pos:R:3:nbo_charge:R:1
C 1.335 0.607 -0.108 0.018
C 1.201 -0.648 -0.113 0.023
C -1.208 -0.072 -0.148 -0.435
N 0.102 0.115 0.541 -0.370
H 1.620 1.703 -0.232 0.311
H 1.606 -1.603 -0.439 0.301
H -1.086 -0.066 -1.167 0.229
H -1.876 -0.946 0.015 0.260
H -1.715 0.799 0.065 0.227
H 0.021 0.111 1.585 0.435
```

Total energy in a.u.: -172.266359
Structure (SMILES): C[NH+]1C=C1
Total charge: +1
Energy relative to the best compared isomer or geometry (same formula, charge and spin) in eV: 2.510

=====

The following is a DFT calculation (ωB97M-V/def2-TZVPD) of an isolated molecule of C3H6N2.

Structure (XYZ):
```
11
Properties=species:S:1:pos:R:3:nbo_charge:R:1
C -1.687 -0.510 -0.026 -0.714
C -0.882 0.740 -0.066 0.107
C 2.365 -0.100 0.067 -0.077
H -1.058 -1.362 -0.537 0.262
H -2.766 -0.288 -0.568 0.235
H -1.910 -0.748 1.164 0.243
H -1.423 1.679 0.057 0.181
H 3.063 -0.936 0.074 0.180
H 2.802 0.918 0.485 0.182
N 0.383 0.909 -0.245 -0.304
N 1.112 -0.302 -0.406 -0.295
```

Total energy in a.u.: -227.316181
Structure (SMILES): C=N/N=C\C
Total charge: 0
Energy relative to the best compared isomer or geometry (same formula, charge and spin) in eV: 2.957